ORCA calculation (the ωB97M-V functional and the def2-TZVPD basis) on 10 unconnected molecules or ions with the total composition C40H80O10 at a distorted geometry.

The SMILES is C1CCOC1.C1CCOC1.C1CCOC1.C1CCOC1.C1CCOC1.C1CCOC1.C1CCOC1.C1CCOC1.C1CCOC1.C1CCOC1. The energy relative to the best compared isomer or geometry (same formula, charge and spin) comes out at 17.85 kcal per mole. Its largest force on an atom is 1.68 eV/Å.

Each line ends with the Löwdin charge.
CARTESIAN COORDINATES (ANGSTROEM)
C1 -2.586 1.034 4.315  -0.158
C2 -3.489 0.410 5.392  -0.146
C3 -3.000 -1.046 5.426  -0.221
O1 -1.640 -0.959 5.038  -0.141
C4 -1.670 -0.121 3.877  -0.195
H1 -2.024 1.822 4.816  0.098
H2 -3.050 1.540 3.469  0.096
H3 -4.563 0.518 5.263  0.108
H4 -3.162 0.806 6.354  0.106
H5 -3.553 -1.694 4.733  0.117
H6 -3.074 -1.501 6.413  0.119
H7 -1.893 -0.661 2.954  0.101
H8 -0.638 0.212 3.738  0.115
C5 5.547 -0.551 -3.485  -0.165
C6 4.868 -1.813 -2.974  -0.165
C7 3.831 -1.239 -2.017  -0.210
O2 3.348 -0.081 -2.692  -0.171
C8 4.383 0.443 -3.539  -0.180
H9 5.953 -0.676 -4.492  0.110
H10 6.372 -0.223 -2.854  0.111
H11 5.589 -2.493 -2.511  0.114
H12 4.462 -2.383 -3.812  0.106
H13 4.271 -0.955 -1.054  0.114
H14 3.061 -1.976 -1.779  0.112
H15 4.723 1.376 -3.082  0.104
H16 3.964 0.561 -4.536  0.117
C9 0.061 6.256 -1.333  -0.173
C10 -0.571 5.373 -2.391  -0.143
C11 -0.696 4.075 -1.604  -0.177
O3 0.537 4.021 -0.856  -0.174
C12 1.014 5.333 -0.595  -0.205
H17 -0.743 6.654 -0.705  0.101
H18 0.568 7.155 -1.691  0.116
H19 0.103 5.222 -3.236  0.119
H20 -1.504 5.783 -2.774  0.117
H21 -0.758 3.178 -2.220  0.111
H22 -1.543 4.020 -0.915  0.101
H23 2.019 5.494 -0.993  0.123
H24 1.049 5.552 0.476  0.105
C13 3.261 1.778 0.867  -0.149
C14 2.709 2.989 1.616  -0.162
C15 3.881 3.948 1.452  -0.210
O4 4.247 3.790 0.088  -0.141
C16 3.852 2.497 -0.369  -0.179
H25 2.506 1.036 0.610  0.075
H26 4.029 1.272 1.456  0.110
H27 2.344 2.880 2.640  0.115
H28 1.840 3.367 1.070  0.084
H29 4.694 3.667 2.137  0.116
H30 3.748 5.015 1.644  0.117
H31 4.718 1.969 -0.766  0.110
H32 3.045 2.625 -1.094  0.113
C17 -1.692 -3.264 0.535  -0.185
C18 -1.284 -4.480 -0.252  -0.148
C19 0.176 -4.054 -0.523  -0.197
O5 0.623 -3.545 0.740  -0.159
C20 -0.523 -3.097 1.496  -0.175
H33 -2.656 -3.268 1.055  0.110
H34 -1.853 -2.363 -0.066  0.093
H35 -1.778 -4.659 -1.209  0.096
H36 -1.300 -5.394 0.340  0.123
H37 0.226 -3.256 -1.273  0.097
H38 0.859 -4.870 -0.761  0.123
H39 -0.426 -2.050 1.785  0.096
H40 -0.602 -3.766 2.353  0.125
C21 2.914 -1.653 2.927  -0.160
C22 3.907 -2.654 2.333  -0.164
C23 3.491 -3.979 2.918  -0.182
O6 3.048 -3.631 4.242  -0.144
C24 2.316 -2.429 4.130  -0.199
H41 2.166 -1.322 2.197  0.085
H42 3.269 -0.666 3.240  0.098
H43 4.914 -2.378 2.656  0.112
H44 3.942 -2.584 1.244  0.100
H45 4.328 -4.665 3.032  0.120
H46 2.616 -4.444 2.454  0.115
H47 2.378 -1.865 5.059  0.117
H48 1.260 -2.648 3.925  0.105
C25 1.168 -3.224 -4.885  -0.157
C26 -0.159 -3.849 -4.417  -0.135
C27 -1.111 -2.638 -4.391  -0.213
O7 -0.439 -1.574 -5.040  -0.126
C28 0.938 -1.745 -4.689  -0.207
H49 1.306 -3.422 -5.952  0.112
H50 2.069 -3.617 -4.415  0.103
H51 0.004 -4.211 -3.398  0.084
H52 -0.524 -4.670 -5.025  0.108
H53 -1.499 -2.391 -3.395  0.094
H54 -2.026 -2.860 -4.950  0.113
H55 1.136 -1.418 -3.659  0.100
H56 1.537 -1.057 -5.284  0.124
C29 -4.423 -2.905 -1.907  -0.178
C30 -5.225 -3.563 -0.792  -0.165
C31 -5.158 -4.998 -1.266  -0.194
O8 -5.413 -4.900 -2.675  -0.133
C32 -5.092 -3.577 -3.110  -0.195
H57 -3.363 -3.138 -1.825  0.079
H58 -4.547 -1.823 -1.991  0.109
H59 -6.248 -3.197 -0.703  0.119
H60 -4.775 -3.365 0.186  0.099
H61 -5.823 -5.685 -0.742  0.120
H62 -4.154 -5.430 -1.166  0.109
H63 -5.976 -2.996 -3.380  0.118
H64 -4.415 -3.641 -3.964  0.108
C33 0.401 0.717 -0.902  -0.160
C34 -0.678 0.063 -1.756  -0.143
C35 -1.927 0.409 -0.951  -0.185
O9 -1.488 0.222 0.394  -0.158
C36 -0.206 0.869 0.489  -0.181
H65 0.661 1.716 -1.253  0.089
H66 1.301 0.102 -0.949  0.095
H67 -0.556 -1.021 -1.723  0.085
H68 -0.620 0.451 -2.773  0.119
H69 -2.762 -0.265 -1.144  0.104
H70 -2.268 1.445 -1.076  0.114
H71 0.439 0.433 1.257  0.099
H72 -0.306 1.921 0.780  0.106
C37 -2.380 4.213 3.094  -0.155
C38 -2.154 5.739 3.353  -0.162
C39 -1.899 6.266 1.980  -0.213
O10 -2.850 5.575 1.158  -0.141
C40 -2.967 4.245 1.677  -0.195
H73 -3.065 3.924 3.885  0.099
H74 -1.438 3.670 3.126  0.104
H75 -1.319 5.861 4.049  0.113
H76 -3.020 6.140 3.877  0.113
H77 -0.872 6.067 1.650  0.104
H78 -2.101 7.327 1.831  0.126
H79 -2.457 3.557 0.996  0.092
H80 -4.013 3.933 1.715  0.119

ORCA calculation (the ωB97M-V functional and the def2-TZVPD basis) on a molecular structure, C26H31N4O5SeSn at a distorted geometry.

Its largest force on an atom is 4.27 eV/Å. The charge is +1.

Each line ends with the Löwdin charge.
CARTESIAN COORDINATES (ANGSTROEM)
Sn1 4.854 -9.891 -12.954  1.075
C1 8.795 -11.675 -9.246  -0.210
C2 7.725 -11.353 -8.259  -0.238
O1 6.422 -11.338 -8.765  -0.123
C3 6.147 -12.583 -9.390  -0.196
C4 4.697 -12.810 -9.570  -0.164
O2 4.224 -12.198 -10.772  -0.190
C5 3.568 -13.114 -11.640  -0.218
C6 4.468 -13.935 -12.499  -0.177
O3 5.151 -13.037 -13.402  -0.233
C7 6.280 -13.669 -13.963  -0.209
C8 7.352 -12.627 -14.098  -0.197
O4 7.636 -12.072 -12.804  -0.168
C9 8.912 -11.426 -12.841  -0.197
C10 9.542 -11.600 -11.499  -0.203
O5 8.628 -11.094 -10.554  -0.150
H1 8.873 -12.812 -9.291  0.136
H2 9.802 -11.266 -8.796  0.163
H3 7.916 -10.266 -7.862  0.156
H4 7.838 -12.078 -7.405  0.142
H5 6.541 -13.429 -8.787  0.143
H6 6.626 -12.585 -10.399  0.138
H7 4.133 -12.451 -8.724  0.133
H8 4.516 -13.908 -9.742  0.138
H9 2.905 -12.556 -12.287  0.105
H10 2.930 -13.822 -11.050  0.142
H11 3.849 -14.695 -13.100  0.158
H12 5.248 -14.537 -11.943  0.137
H13 6.008 -14.180 -14.922  0.144
H14 6.589 -14.504 -13.319  0.121
H15 7.012 -11.886 -14.838  0.124
H16 8.255 -13.111 -14.505  0.130
H17 9.557 -11.925 -13.592  0.131
H18 8.934 -10.347 -13.062  0.136
H19 10.440 -11.025 -11.559  0.126
H20 9.680 -12.680 -11.377  0.137
C11 6.665 -7.305 -9.629  0.000
C12 5.542 -6.573 -9.138  0.017
C13 4.251 -6.988 -9.520  0.006
C14 4.110 -8.034 -10.413  -0.249
N1 5.158 -8.767 -10.834  -0.014
C15 6.386 -8.386 -10.439  -0.112
C16 2.782 -8.438 -10.949  -0.158
C17 1.569 -7.925 -10.440  0.009
C18 0.416 -8.106 -11.170  0.017
C19 0.480 -8.722 -12.469  0.045
C20 1.684 -9.322 -12.821  -0.195
N2 2.837 -9.258 -12.065  0.039
C21 1.714 -10.083 -14.063  -0.194
C22 0.659 -10.177 -15.000  0.003
C23 0.847 -10.745 -16.230  -0.038
C24 2.113 -11.233 -16.594  -0.004
C25 3.074 -11.265 -15.558  -0.112
N3 2.915 -10.695 -14.351  -0.025
H21 7.685 -7.024 -9.458  0.112
H22 5.706 -5.760 -8.482  0.104
H23 3.403 -6.554 -9.014  0.115
H24 7.180 -9.039 -10.738  0.100
H25 1.564 -7.628 -9.410  0.117
H26 -0.555 -7.753 -10.794  0.129
H27 -0.296 -8.712 -13.145  0.080
H28 -0.369 -9.859 -14.740  0.125
H29 0.028 -10.817 -16.909  0.112
H30 2.302 -11.673 -17.558  0.111
H31 4.017 -11.766 -15.793  0.118
Se1 4.885 -7.820 -14.671  0.482
C26 4.241 -6.522 -13.414  -0.738
N4 3.733 -5.841 -12.596  0.055

no.,electronic energy (eV)
1,-63247.3961
2,-114832.9347